Entry one
This record from OMol25 describes the ion C5H8NS with charge +1. The level of theory is ωB97M-V with the def2-TZVPD basis set.

Summary:
**E_HOMO**: -13.5 eV
**Charge**: +1
**Orbital gap**: 8.67 eV

Geometry (Å):
H 1.3232 0.6139 2.0882
H -1.4755 0.3453 -1.9329
C -0.0470 0.1466 0.6762
N -0.3334 0.5051 -0.3836
C 0.0742 -0.7903 3.0993
H 0.3732 -0.6651 -3.1204
H 0.7438 1.0353 -3.5105
C 0.6233 0.3280 -2.7227
H -0.6771 1.9173 -1.8480
H 0.5205 -0.5333 4.0896
C 0.4768 -0.1006 1.9847
H -1.5147 -1.9167 2.0054
S -1.0819 -2.0930 3.3239
C -0.5960 0.8036 -1.6460
H 1.5907 0.4037 -2.1032

Want to see where the charge sits? The natural (NBO) charges in e are: 0.2908, 0.2506, 0.6114, -0.2124, -0.1825, 0.2351, 0.2375, -0.5746, 0.2623, 0.2657, -0.4763, 0.1327, 0.2208, -0.2819, 0.2208


Entry two
This record from OMol25 describes the ion C5H8NS with charge +1. The level of theory is ωB97M-V with the def2-TZVPD basis set.

Summary:
**E_HOMO (alpha / beta)**: -12.8 / -12.8 eV
**Charge**: +1
**SMILES string**: C/C=[N+]1/C=CSC1
**Orbital gap (alpha / beta)**: 7.87 / 7.87 eV

Geometry (Å):
H -1.6487 1.3692 0.3329
H -3.0923 -0.6766 -0.0407
C -2.0548 -0.7159 0.0445
N 0.1310 0.3087 0.0482
H 0.3051 -0.9677 -1.3815
H 3.1134 1.5352 0.3320
H 0.5689 -1.7559 0.3011
C 0.9909 1.3255 0.2933
S 2.5817 -0.6219 -0.4814
C 2.2915 0.9733 0.1589
H -1.6536 -1.1449 -0.9590
C 0.7835 -0.8386 -0.4260
C -1.1723 0.3952 0.1951
H -1.9524 -1.4544 0.8854
H 0.8082 2.2690 0.6971

Want to see where the charge sits? The natural (NBO) charges in e are: 0.2419, 0.2809, -0.7089, -0.2603, 0.2489, 0.2477, 0.2708, -0.1018, 0.4095, -0.2598, 0.2455, -0.3928, 0.2394, 0.2804, 0.2584


Which structure is most stable? entry two, by 11.8 kcal/mol over the runner-up.


Entry one
This record from OMol25 describes the ion C5H8NS with charge +1. The level of theory is ωB97M-V with the def2-TZVPD basis set.

Summary:
**E_HOMO**: -14.3 eV
**Charge**: +1
**Orbital gap**: 9.98 eV

Geometry (Å):
C 0.1299 -0.3322 1.6623
C -0.3598 -0.5163 -0.5198
N 0.2344 0.2535 0.4333
S -1.0466 -1.9963 0.1621
C 0.7857 1.5139 0.2380
H 0.7065 1.6568 -0.8177
H 0.3121 2.1420 1.0035
H 0.3685 -0.6294 -2.5407
H 0.4800 0.2223 2.4781
C -0.4836 -1.5274 1.7025
H -0.5406 0.8179 -2.2904
C -0.4817 -0.2723 -1.9810
H 1.8453 1.5535 0.3366
H -1.2717 -0.8116 -2.5001
H -0.6784 -2.0745 2.6333

Want to see where the charge sits? The natural (NBO) charges in e are: -0.0169, 0.1640, -0.2819, 0.5981, -0.4208, 0.2353, 0.2460, 0.2751, 0.2448, -0.4060, 0.2646, -0.7176, 0.2449, 0.2793, 0.2914


Entry two
This record from OMol25 describes the ion C5H8NS with charge +1. The level of theory is ωB97M-V with the def2-TZVPD basis set.

Summary:
**E_HOMO (alpha / beta)**: -12.8 / -12.8 eV
**Charge**: +1
**SMILES string**: C1=CSCCC=[NH+]1
**Orbital gap (alpha / beta)**: 7.61 / 7.61 eV

Geometry (Å):
H -1.9224 -1.9534 -0.4463
S -2.0783 0.4193 -0.1129
H 0.3305 -2.2661 -0.2038
H 2.4963 1.0941 0.4068
C -0.7841 1.4936 -0.1659
C -1.4798 -1.2437 0.2405
H -1.7527 -1.5454 1.1717
C 1.2835 -0.5031 0.2175
H 0.0327 -1.0033 -1.3078
C 0.0190 -1.2888 -0.2939
H -1.3163 2.5042 -0.1622
H 0.7981 2.8488 0.0594
N 1.5919 0.7728 0.1505
C 0.5970 1.7072 -0.0560
H 2.1847 -1.0361 0.5023

Want to see where the charge sits? The natural (NBO) charges in e are: 0.2559, 0.4699, 0.2507, 0.4514, -0.3819, -0.5222, 0.2490, 0.2359, 0.2592, -0.4607, 0.2813, 0.2663, -0.4073, -0.1703, 0.2226


Which structure is most stable? entry one, by 46.4 kcal/mol over the runner-up.


Entry one
This record from OMol25 describes a cluster of 2 separate species, C4H14N3O in total. The level of theory is ωB97M-V with the def2-TZVPD basis set.

Summary:
**E_HOMO (alpha / beta)**: -3.3 / -8.5 eV
**Multiplicity**: 2
**Orbital gap (alpha / beta)**: 3.96 / 9.19 eV
**Expectation value of S²**: 0.754

Geometry (Å):
H -2.2804 1.1103 0.2793
N 0.2186 0.4936 0.6974
H 0.6579 0.5692 -3.5298
C 1.5651 -1.5360 0.3211
C -0.7836 0.4519 1.6097
H 0.7527 -2.1928 0.6278
N -0.6316 0.1190 2.9175
H -1.0284 0.8533 3.5617
H -1.0402 1.2061 -3.6686
H -2.7260 0.9542 1.8679
O -0.5309 0.0433 -2.0093
C 1.5559 -0.0710 0.7497
C -0.4067 0.3669 -3.3993
H 2.0266 0.0133 1.7332
H -0.5387 -0.4811 -4.0783
H 2.5312 -1.9966 0.5502
N -1.9660 1.0239 1.2223
H 0.0742 0.9308 -0.1976
H 0.1753 -0.2864 3.3281
H 1.4887 -1.6379 -0.7714
H -1.3091 -0.4929 -1.9472
H 2.1957 0.5589 0.1356

Want to see where the charge sits? The natural (NBO) charges in e are: 0.3843, -0.6527, 0.1849, -0.6350, 0.3733, 0.2172, -0.8642, 0.2846, 0.1723, 0.3811, -0.7312, -0.2134, -0.2611, 0.1818, 0.1709, 0.1994, -0.8597, 0.3989, 0.3918, 0.2056, 0.4693, 0.2017


Entry two
This record from OMol25 describes a cluster of 2 separate species, C4H14N3O in total. The level of theory is ωB97M-V with the def2-TZVPD basis set.

Summary:
**E_HOMO (alpha / beta)**: -8.2 / -8.2 eV
**Multiplicity**: 2
**Orbital gap (alpha / beta)**: 9.20 / 6.79 eV
**Expectation value of S²**: 0.754

Geometry (Å):
H -1.8130 0.1513 -1.5095
H 2.7295 -0.0322 -0.0757
H 2.6275 1.4176 -0.8246
H -1.4821 -2.1529 -1.0939
H -1.3795 1.3476 0.8861
H 0.7949 -0.2225 -1.2782
N 2.5528 1.5112 1.2619
H 0.2760 -0.6397 -2.6736
H 1.8428 2.0925 1.7022
H 0.2305 -0.2574 1.8635
C 2.2011 0.9094 0.0419
N -2.1826 -1.6291 -0.5617
H -1.9454 -0.1514 1.6817
O 0.5150 -1.1447 -1.8603
H -2.8340 -2.1794 -0.0385
C 0.1126 -0.2475 0.7439
C -2.2040 -0.2114 -0.5122
H 0.2713 -1.2597 0.3359
H -3.2477 0.2582 -0.3857
N 0.8007 0.6880 -0.1035
C -1.3976 0.2330 0.8016
H 3.5311 1.5189 1.5989

Want to see where the charge sits? The natural (NBO) charges in e are: 0.2007, 0.2026, 0.1590, 0.4069, 0.1947, 0.4563, -0.8876, 0.4597, 0.3860, 0.2035, -0.0986, -0.9052, 0.2012, -0.9895, 0.3700, -0.3232, -0.2126, 0.2595, 0.1806, -0.2640, -0.3959, 0.3959


Which structure is most stable? entry one, by 15.9 kcal/mol over the runner-up.


Entry one
This record from OMol25 describes a cluster of 2 separate species, C5H14NO2 in total. The level of theory is ωB97M-V with the def2-TZVPD basis set.

Summary:
**E_HOMO**: -13.7 eV
**Charge**: +1
**Orbital gap**: 8.96 eV

Geometry (Å):
N -0.7749 1.6515 0.3818
H -2.3795 2.0361 -0.9108
H 0.5269 0.2656 -0.4558
H 1.2970 1.8479 -4.5930
H -0.6727 -0.3363 1.8870
H 2.6440 -0.4198 0.9864
O 0.7902 1.5856 -3.8105
H -0.3622 -2.9460 1.0496
C 1.3968 -1.8438 1.6060
C -0.5265 0.2739 -0.1866
H 2.2448 -2.4942 1.3555
H -2.0026 3.3205 0.2824
C -1.7126 2.3400 -0.1094
H 0.4431 -2.2457 -0.2422
O 1.8706 -0.4762 1.5538
H 1.2726 -2.0954 2.6597
C -0.7885 -0.7684 0.8901
H -1.8271 -1.1419 0.8305
H -0.0851 1.3496 -4.1260
C 0.0871 -1.9801 0.7756
H -0.2853 1.8535 1.2504
H -1.1564 0.2236 -1.0744

Want to see where the charge sits? The natural (NBO) charges in e are: -0.3718, 0.2271, 0.2508, 0.4865, 0.2264, 0.4831, -0.9540, 0.2417, -0.0710, -0.2080, 0.1945, 0.2299, 0.1244, 0.2185, -0.7619, 0.1844, -0.4370, 0.2362, 0.4684, -0.4431, 0.4578, 0.2171


Entry two
This record from OMol25 describes a cluster of 2 separate species, C5H14NO2 in total. The level of theory is ωB97M-V with the def2-TZVPD basis set.

Summary:
**E_HOMO**: -11.7 eV
**Charge**: +1
**Orbital gap**: 8.75 eV

Geometry (Å):
H -2.3819 1.6548 -1.0720
H 2.3337 1.1020 -0.3424
H -1.0106 -0.2224 -1.8826
C -2.8217 -0.9131 0.2960
H 0.8264 -1.1890 -0.0158
H -1.4018 0.1399 1.2624
C 4.3285 0.4096 0.2667
H -0.0220 -2.0245 -1.0977
O -0.0889 -1.4007 -0.2779
N -1.7959 0.0575 0.2295
H -2.4793 -1.9901 0.5919
C -2.3215 1.4863 0.0105
H -3.3257 1.6432 0.4779
H -1.6041 2.1089 0.5681
H 4.6006 1.0277 -0.6780
H 5.0218 -0.3589 0.3579
O 2.3894 -0.8616 0.3450
C 2.8900 0.1955 0.2097
C -0.6673 -0.1417 -0.7625
H -3.5332 -0.7329 1.0627
H 4.4635 1.0836 1.1129
H -3.4001 -1.0741 -0.6623

Want to see where the charge sits? The natural (NBO) charges in e are: 0.2370, 0.1356, 0.1863, -0.4553, 0.5598, 0.4346, -0.7294, 0.5455, -0.6600, -0.4140, 0.2346, -0.3983, 0.2301, 0.2362, 0.2512, 0.2493, -0.5858, 0.4894, -0.2703, 0.2293, 0.2573, 0.2370


Entry three
This record from OMol25 describes a cluster of 2 separate species, C5H14NO2 in total. The level of theory is ωB97M-V with the def2-TZVPD basis set.

Summary:
**E_HOMO**: -14.3 eV
**Charge**: +1
**Orbital gap**: 11.04 eV

Geometry (Å):
C 0.4763 -1.8922 -0.2474
H -1.2151 0.5530 -1.3257
H 2.5392 1.9903 2.0930
H -0.7761 -1.4571 -1.9987
H 1.6689 -0.7729 1.0046
C 0.2342 -1.1907 -1.5697
H -3.6854 -0.4935 -0.3050
O 1.5090 1.8764 1.9578
O -3.1672 -0.0401 0.4039
H 0.2950 -1.1425 1.7534
C 0.1217 0.6081 0.3724
H 0.4778 2.7114 0.2576
C -0.1395 0.3170 -1.2104
H -3.4629 0.6944 0.9066
H 1.3343 -2.5629 0.0559
H 1.0106 -1.2381 -2.2497
H 2.0843 1.6688 -0.0663
H 0.3410 0.9543 -1.9035
H -0.5606 -2.3808 -0.1445
H -0.8569 0.8556 0.8325
C 1.1885 1.7733 0.5635
N 0.5830 -0.8318 0.8195

Want to see where the charge sits? The natural (NBO) charges in e are: -0.2396, 0.2419, 0.4976, 0.2472, 0.4299, -0.4288, 0.5132, -0.7327, -1.0106, 0.4500, -0.0601, 0.2094, -0.4139, 0.5033, 0.2430, 0.2351, 0.1971, 0.2342, 0.2436, 0.2545, -0.0819, -0.5326


Which structure is most stable? entry one, by 14.6 kcal/mol over the runner-up.